1.
DFT (ωB97M-V with the def2-TZVPD basis set) results for a structure of composition C30H45F3N8O3RbSSi in a non-equilibrium geometry.

Each line ends with the Mulliken charge.
Atoms and positions in Å:
Rb (-1.65003, -0.26167, 1.19083)  0.852
C (-5.12343, -1.34447, -0.65147)  -1.206
C (-4.31283, -2.59757, -0.44727)  0.547
C (-4.95333, -3.82817, -0.52457)  -0.632
C (-4.19273, -4.97347, -0.28907)  -0.675
C (-2.85733, -4.84497, -0.01877)  -0.434
C (-2.25163, -3.55557, 0.00713)  0.086
N (-3.02023, -2.45547, -0.20517)  0.197
N (-0.95913, -3.34257, 0.22643)  0.122
Si (0.27727, -4.47727, 0.40023)  -0.040
C (0.64007, -5.64677, -1.09817)  -1.205
C (1.86087, -3.45897, 0.67713)  -0.428
C (0.25987, -5.75597, 1.84583)  -1.205
H (-5.95533, -1.33667, 0.05073)  0.336
H (-5.52743, -1.32717, -1.66447)  0.335
H (-4.51193, -0.45747, -0.49347)  0.081
H (-6.01123, -3.88647, -0.74687)  0.380
H (-4.65713, -5.95467, -0.31297)  0.393
H (-2.23623, -5.70367, 0.18833)  0.209
H (0.89327, -5.08117, -1.99077)  0.323
H (-0.23003, -6.25417, -1.33387)  0.349
H (1.46377, -6.33067, -0.89907)  0.355
H (1.97767, -2.71517, -0.09997)  -0.366
H (2.74687, -4.08447, 0.68123)  0.484
H (1.80797, -2.94387, 1.63053)  0.217
H (-0.53873, -6.48657, 1.73553)  0.325
H (0.12817, -5.27157, 2.81003)  0.298
H (1.19797, -6.30697, 1.88313)  0.348
C (2.48327, -0.60637, -3.40887)  -1.084
N (1.93137, -0.79777, -2.08817)  0.419
C (0.53607, -1.17427, -2.10907)  -0.445
C (2.39967, -0.07347, -1.02467)  0.009
N (1.58327, 0.38573, -0.15547)  0.544
C (1.90117, 0.73543, 1.13593)  -0.128
C (2.77347, -0.06237, 1.86633)  -0.509
C (3.11037, 0.23803, 3.18623)  -1.190
C (2.58107, 1.34373, 3.79103)  -1.104
C (1.64717, 2.15573, 3.11303)  1.575
C (1.06857, 3.26073, 3.77053)  -0.984
C (0.12157, 4.02513, 3.14793)  -0.950
C (-0.25773, 3.73543, 1.84003)  -0.270
C (0.31007, 2.68453, 1.13503)  0.101
N (-0.14783, 2.40133, -0.12897)  0.468
C (-0.21313, 3.21253, -1.10627)  0.267
N (-1.06963, 2.96953, -2.15627)  0.169
C (-2.12323, 1.99753, -1.96917)  -0.528
C (-0.55433, 3.02693, -3.50357)  -1.159
N (0.56207, 4.36443, -1.29957)  0.361
C (1.75767, 4.56973, -0.52247)  -0.486
C (-0.09273, 5.59113, -1.69667)  -1.219
C (1.28197, 1.85633, 1.77183)  -0.449
N (3.78997, 0.12423, -1.06957)  0.366
C (4.38697, 1.24713, -0.39807)  -0.739
C (4.65187, -1.03207, -1.16167)  -1.284
H (2.43037, -1.54867, -3.95997)  0.313
H (3.51987, -0.28197, -3.35547)  0.400
H (1.90877, 0.14993, -3.96407)  0.225
H (0.41457, -2.01927, -2.78647)  0.442
H (-0.09163, -0.34677, -2.45627)  -0.164
H (0.20437, -1.47897, -1.11747)  -0.060
H (3.18257, -0.94467, 1.39583)  0.549
H (3.80747, -0.40017, 3.71423)  0.418
H (2.85337, 1.60863, 4.80433)  0.405
H (1.38167, 3.47123, 4.78313)  0.372
H (-0.33833, 4.85643, 3.66233)  0.384
H (-1.03533, 4.31473, 1.36453)  0.520
H (-2.51763, 2.08623, -0.95917)  0.109
H (-1.77663, 0.96663, -2.12047)  0.047
H (-2.91473, 2.21543, -2.68787)  0.342
H (0.33187, 3.65383, -3.54347)  0.403
H (-1.31083, 3.44183, -4.17307)  0.327
H (-0.28853, 2.02503, -3.86277)  0.235
H (2.20497, 3.60603, -0.28957)  -0.251
H (1.56947, 5.10573, 0.41683)  0.304
H (2.46297, 5.15463, -1.12417)  0.395
H (-1.04643, 5.36813, -2.16647)  0.392
H (0.53637, 6.14253, -2.40297)  0.311
H (-0.27003, 6.23863, -0.82877)  0.320
H (3.66397, 2.05513, -0.32457)  -0.055
H (5.23987, 1.59113, -0.99277)  0.417
H (4.74177, 1.00873, 0.61223)  0.261
H (4.07937, -1.89277, -1.49487)  0.395
H (5.09507, -1.26537, -0.18527)  0.362
H (5.46947, -0.84257, -1.86567)  0.314
F (-5.07833, 1.05913, 4.31773)  -0.247
C (-4.68703, 0.79533, 3.05773)  0.567
F (-4.33913, -0.50597, 3.04883)  -0.248
F (-5.79003, 0.89593, 2.29313)  -0.255
S (-3.24833, 1.93273, 2.49563)  1.018
O (-3.62393, 3.21563, 3.01563)  -0.650
O (-2.12363, 1.27183, 3.11253)  -0.752
O (-3.30153, 1.80063, 1.05613)  -0.658

Output
Total charge = -1
Energy relative to the best compared isomer or geometry (same formula, charge and spin) = 19.55 kcal/mol
Gap between HOMO and LUMO = 6.1 eV
Total energy = -77429.445 eV

=====

2.
DFT (ωB97M-V with the def2-TZVPD basis set) results for a structure of composition C30H45GdNO3P2S in a non-equilibrium geometry.

Each line ends with the Mulliken charge.
Atoms and positions in Å:
Gd (2.04338, -1.90255, -0.54894)  -0.074
C (-1.39157, -2.11513, 1.82096)  0.714
C (-1.22336, -3.31219, 1.07133)  -0.255
C (0.50658, -3.16276, 2.58527)  0.905
C (-0.34836, -2.04669, 2.78183)  0.682
C (-0.00973, -3.92396, 1.49723)  0.309
C (-2.45992, -1.11189, 1.67238)  -1.619
H (-3.14801, -1.37166, 0.86038)  0.321
H (-2.04827, -0.11034, 1.46446)  0.295
H (-3.03892, -1.04442, 2.60605)  0.489
C (-0.22251, -1.03270, 3.84225)  -1.274
H (-1.20841, -0.61461, 4.08556)  0.410
H (0.43173, -0.19737, 3.55352)  -0.001
H (0.19819, -1.48320, 4.75134)  0.388
C (1.70591, -3.47008, 3.38841)  -1.232
H (1.46854, -3.47518, 4.46585)  0.341
H (2.49479, -2.71768, 3.22969)  -0.027
H (2.11674, -4.45488, 3.13446)  0.381
C (0.61439, -5.13031, 0.91042)  -1.163
H (1.09602, -5.72807, 1.69688)  0.489
H (1.39404, -4.88779, 0.15896)  0.088
H (-0.13942, -5.75620, 0.41345)  0.304
C (-2.14341, -3.83603, 0.03802)  -0.934
H (-2.10637, -4.93332, 0.02105)  0.420
H (-1.89474, -3.49185, -0.97577)  0.023
H (-3.17729, -3.52115, 0.23365)  0.411
C (-3.00507, 3.97489, -0.91208)  -0.384
C (-4.03184, 3.13731, -1.08287)  -0.639
C (-4.07599, 1.89469, -1.90755)  -0.851
C (-3.03832, 1.80494, -3.05377)  -1.180
C (-1.84888, 0.98279, -2.58033)  -0.590
C (-1.40972, 1.27931, -1.13386)  0.258
C (-0.84340, 2.60060, -0.75999)  -0.989
C (-1.56431, 3.85158, -1.32955)  -1.073
H (-5.07730, 1.78113, -2.34390)  0.566
H (-2.74938, 2.79985, -3.39069)  0.555
H (-3.97935, 1.02331, -1.24663)  0.302
H (-1.39744, 3.90929, -2.41580)  0.280
H (-3.19802, 4.90244, -0.36842)  0.374
H (-4.97492, 3.37806, -0.57553)  0.377
H (-1.00601, 4.71180, -0.92675)  0.514
H (-0.81552, 2.67606, 0.34017)  0.602
H (-2.12962, 0.93679, -0.39119)  0.934
H (0.22658, 2.67313, -1.01485)  -0.176
H (-3.48547, 1.28739, -3.92265)  0.530
H (-2.24349, -0.05054, -2.54770)  0.185
P (-0.23220, 0.70601, -3.49037)  1.439
C (-0.16976, 2.18668, -4.51496)  -1.588
C (-0.51675, -0.60638, -4.68266)  -1.446
P (0.17408, -0.07795, -0.96625)  1.142
C (1.15773, 0.64639, -2.34419)  -1.031
C (-0.18634, -1.72846, -1.77804)  -1.353
C (3.82039, -1.61472, -2.01502)  -1.531
H (0.28475, 3.03815, -3.98807)  0.383
H (-1.18418, 2.45233, -4.84898)  0.425
H (0.42795, 1.93452, -5.39670)  0.583
H (-0.17735, -0.23696, -5.65977)  0.498
H (-1.59092, -0.81340, -4.77513)  0.388
H (0.01055, -1.54068, -4.47141)  0.458
H (3.54294, -1.91746, -3.02884)  0.363
H (4.72920, -2.15772, -1.73912)  0.334
H (4.08278, -0.54306, -2.03679)  0.342
H (1.53531, 1.64443, -2.07554)  0.460
H (2.01080, 0.03951, -2.68849)  0.694
H (-0.25653, -2.56944, -1.06109)  0.104
H (0.49314, -2.02002, -2.59939)  0.660
H (-1.19199, -1.64043, -2.18920)  0.223
O (0.98312, 3.68678, 1.30063)  -0.612
S (2.28519, 3.07423, 1.15451)  1.128
O (3.33267, 3.81330, 0.50088)  -0.700
N (2.16721, 1.52563, 0.51472)  -0.238
C (2.53146, 0.59732, 1.38737)  0.646
O (2.53400, -0.67327, 1.09630)  -0.579
C (2.88287, 1.09862, 2.71385)  0.019
C (3.08663, 0.38613, 3.90307)  -0.151
C (3.23785, 1.11532, 5.08778)  -0.780
C (3.14149, 2.51923, 5.08880)  -0.529
C (2.87182, 3.21589, 3.90345)  -0.675
C (2.78362, 2.47911, 2.72972)  0.248
H (3.11621, -0.70252, 3.85712)  0.427
H (3.42746, 0.58978, 6.02309)  0.423
H (3.26510, 3.07597, 6.01856)  0.395
H (2.72716, 4.29435, 3.87539)  0.441

Output
Spin multiplicity = 8
Total charge = +1
Energy relative to the best compared isomer or geometry (same formula, charge and spin) = 73.29 kcal/mol
Gap between HOMO and LUMO (spin up / spin down) = 7.2 / 4.4 eV
Total energy = -89709.688 eV